(1)
Molecular formula: C15H20N2OZn
Method: DFT, the ωB97M-V functional and the def2-TZVPD basis

The geometry in XYZ format:
```
39
Properties=species:S:1:pos:R:3:forces:R:3
C 3.432 -0.648 0.314 1.067 -0.939 -0.676
C 1.592 -0.371 -2.837 1.197 0.107 -1.165
H 4.155 0.179 0.308 -0.094 -0.079 0.513
H 3.963 -1.414 -0.285 0.103 -0.068 0.446
H 3.230 -1.098 1.301 0.164 0.472 -0.309
H 0.795 0.169 -3.374 0.248 -0.368 0.396
H 2.532 0.081 -3.199 -0.074 -0.107 -0.308
H 1.672 -1.413 -3.179 -0.267 0.127 -0.209
C 1.895 1.596 1.637 -0.007 0.237 -0.172
C 1.498 2.499 2.626 -0.112 -0.280 -0.238
C 0.283 3.153 2.478 0.227 -0.222 -0.430
C -0.494 2.827 1.371 -0.111 -0.447 -0.436
H 2.822 1.037 1.741 -0.128 0.261 -0.148
H 2.141 2.645 3.486 -0.105 0.066 -0.043
H -0.060 3.881 3.205 0.005 -0.068 -0.084
H -1.469 3.277 1.230 0.099 0.016 0.169
N 1.189 1.328 0.536 -1.361 0.559 0.410
C -0.057 1.864 0.438 0.921 0.408 1.077
C -0.973 1.279 -0.573 -0.789 -0.887 -0.931
N -0.508 0.208 -1.246 -0.931 0.540 0.850
C -1.308 -0.461 -2.073 -0.292 0.466 0.109
C -3.147 1.011 -1.615 0.378 -0.120 0.056
C -2.641 -0.099 -2.285 0.408 -0.147 0.017
H -0.863 -1.305 -2.613 -0.109 0.352 0.279
H -3.237 -0.691 -2.968 -0.109 0.106 0.041
C -2.309 1.698 -0.748 0.607 0.099 0.192
H -2.666 2.547 -0.181 -0.162 -0.004 -0.177
H -4.170 1.331 -1.765 0.047 -0.015 0.043
Zn 1.967 -0.312 -0.929 -0.522 0.341 0.484
C -0.541 -3.379 0.088 0.080 -0.462 -0.147
H -0.634 -3.172 -0.990 0.110 0.004 0.323
H -1.411 -3.968 0.405 0.219 0.165 -0.116
H 0.367 -3.976 0.251 -0.202 0.228 -0.173
C -1.583 -1.768 1.768 -0.179 0.428 0.122
C -0.434 -2.097 0.863 1.877 1.139 0.002
O 0.572 -1.367 0.796 -2.436 -1.854 0.309
H -1.575 -0.698 1.986 0.020 -0.111 0.100
H -1.482 -2.328 2.708 0.024 0.070 -0.187
H -2.546 -2.043 1.323 0.187 -0.012 0.010
```
Forces are in eV/Å.

Summary:
E_tot ... -2547.5863 Ha
Molar mass ... 309.73 g mol⁻¹
Gap between HOMO and LUMO ... 7.1 eV
Energy above the lowest of the compared OMol25 structures with the same formula, charge and spin ... 0.00 kJ/mol
E_HOMO ... -0.263 Ha



(2)
Molecular formula: C27H56BN4O7
Method: DFT, the ωB97M-V functional and the def2-TZVPD basis

The geometry in XYZ format:
```
95
Properties=species:S:1:pos:R:3:forces:R:3
N -3.055 2.905 -3.133 1.238 -0.381 0.040
C -1.822 2.056 -3.503 -0.610 -1.154 2.317
O -0.594 2.862 -3.578 -1.460 -1.217 -1.930
C -0.241 3.229 -4.957 1.457 0.569 -1.500
B -1.157 4.498 -5.561 -1.331 1.834 -0.086
O -2.017 4.390 -6.770 0.076 -0.314 3.639
O -1.066 5.779 -4.797 -1.943 -3.825 -0.113
C -0.154 1.952 -6.003 2.267 0.590 -0.519
N -0.740 0.705 -5.374 -0.796 0.863 0.172
C -2.103 1.088 -4.795 -1.644 0.660 -0.129
C -2.875 -0.319 -4.458 0.065 0.058 1.007
C -4.502 -0.200 -4.297 -0.445 -0.431 -0.307
C -5.268 0.584 -5.516 -1.512 0.659 0.097
C -6.171 1.786 -4.785 0.466 -0.932 0.625
O -7.147 2.412 -5.692 -0.449 2.238 2.919
C -7.710 3.536 -4.871 -6.022 -1.387 2.832
O -8.910 3.458 -4.243 8.523 0.358 -4.692
H -3.599 2.407 -2.385 0.795 0.599 -1.015
H -2.749 3.812 -2.700 -0.119 -1.380 -0.501
H -1.679 1.326 -2.568 0.183 1.387 -2.048
H 0.867 3.668 -4.907 -2.390 -1.038 0.143
H -2.994 4.470 -6.482 2.264 0.293 -0.802
H -1.604 5.577 -3.955 1.477 0.783 -1.548
H 0.985 1.691 -6.248 -2.498 0.662 0.559
H -0.681 2.144 -7.030 0.700 -0.289 2.187
H -0.179 0.333 -4.563 -0.314 0.258 -1.268
H -0.882 0.011 -6.140 0.317 0.251 1.088
H -2.656 1.749 -5.621 1.195 -1.614 1.693
H -2.576 -1.128 -5.253 -0.702 1.634 1.289
H -2.438 -0.699 -3.419 -0.882 0.691 -2.112
H -4.762 0.326 -3.282 0.627 -0.977 -1.934
H -4.988 -1.287 -4.237 1.396 2.334 0.001
H -4.569 1.005 -6.355 -1.233 -0.686 1.707
H -6.079 -0.094 -6.071 1.965 1.321 1.316
H -5.500 2.633 -4.336 -0.901 -1.693 -0.708
H -6.785 1.262 -3.909 1.366 1.093 -1.754
H -7.037 4.488 -4.739 -1.124 -1.923 -0.479
C -0.531 -2.966 2.409 -0.222 -0.168 0.363
C -0.591 -1.920 1.258 1.349 -1.544 0.299
C 0.427 -0.763 1.490 -0.190 0.254 -0.081
C -0.023 0.293 2.487 0.012 -0.009 0.045
C -1.411 0.809 2.128 0.227 -0.189 -0.190
C -2.452 -0.334 2.019 -1.303 0.675 1.506
N -2.007 -1.441 1.098 0.852 3.042 -4.251
O -2.151 -0.972 -0.221 -0.022 -1.520 3.292
C -2.733 -0.878 3.447 0.209 -0.226 0.115
C -3.826 0.281 1.594 0.343 -0.305 -0.581
C -0.051 -2.721 0.020 -0.666 0.522 -0.200
H -1.375 -2.928 3.096 0.075 0.201 -0.074
H -0.552 -3.994 2.024 0.081 0.307 -0.100
H 0.381 -2.860 3.005 -0.080 0.056 -0.166
H 0.623 -0.252 0.537 -0.220 -0.165 -0.041
H 1.394 -1.168 1.814 -0.289 -0.204 -0.096
H -0.004 -0.112 3.503 -0.043 0.023 -0.036
H 0.687 1.129 2.477 -0.047 -0.147 0.041
H -1.726 1.542 2.881 -0.238 -0.269 -0.104
H -1.351 1.359 1.179 -0.103 -0.206 -0.020
H -3.411 -1.738 3.416 0.148 0.113 -0.057
H -3.211 -0.113 4.072 0.069 -0.018 -0.377
H -1.831 -1.167 3.989 -0.079 -0.046 -0.147
H -3.769 0.832 0.649 0.114 -0.259 0.076
H -4.186 0.997 2.343 0.336 -0.279 0.035
H -4.590 -0.499 1.493 0.187 0.086 -0.026
H -0.741 -3.522 -0.270 0.047 0.189 0.109
H 0.915 -3.187 0.253 -0.272 0.202 0.316
H 0.117 -2.084 -0.856 -0.176 -0.012 0.200
C 5.721 0.324 5.268 0.329 0.218 -0.243
C 4.652 -0.792 5.085 0.179 1.380 1.513
C 4.990 -2.047 5.946 -0.124 -0.293 -0.274
C 6.056 -2.957 5.357 0.063 -0.007 0.017
C 5.712 -3.320 3.918 -0.250 0.107 0.225
C 5.498 -2.067 3.031 1.519 -0.389 -1.354
N 4.504 -1.100 3.622 -3.904 -3.345 0.475
O 3.222 -1.648 3.430 3.230 1.838 0.139
C 6.875 -1.384 2.810 0.098 0.200 0.241
C 5.096 -2.535 1.595 -0.653 0.158 0.399
C 3.367 -0.164 5.733 -0.219 -0.520 -0.721
H 6.394 0.446 4.421 -0.039 -0.217 0.057
H 5.259 1.314 5.381 -0.073 -0.325 0.056
H 6.341 0.151 6.154 -0.150 -0.028 -0.107
H 4.082 -2.650 6.084 -0.008 0.227 -0.179
H 5.300 -1.742 6.954 -0.159 0.245 -0.254
H 7.039 -2.480 5.420 -0.014 -0.017 -0.074
H 6.123 -3.873 5.956 0.017 0.147 -0.051
H 6.513 -3.947 3.506 -0.127 0.285 -0.188
H 4.809 -3.946 3.916 -0.002 0.242 -0.076
H 6.766 -0.450 2.247 -0.046 -0.122 0.132
H 7.547 -2.031 2.233 -0.373 -0.022 0.077
H 7.410 -1.169 3.737 -0.142 0.049 -0.072
H 4.196 -3.161 1.589 0.074 0.263 0.150
H 5.890 -3.140 1.141 0.028 0.231 0.369
H 4.922 -1.676 0.936 -0.011 -0.080 0.172
H 3.005 0.693 5.152 0.127 -0.177 0.017
H 3.582 0.194 6.749 0.317 -0.126 -0.295
H 2.545 -0.883 5.826 0.214 0.079 -0.190
```
Forces are in eV/Å.

Summary:
Total charge ... +1
2S+1 ... 3
E_tot ... -1832.3888 Ha
Molar mass ... 559.58 g mol⁻¹
Gap between HOMO and LUMO (alpha / beta) ... 7.6 / 8.2 eV
E_HOMO (alpha / beta) ... -0.393 / -0.417 Ha



(3)
Molecular formula: C28H38BFeN5P2
Method: DFT, the ωB97M-V functional and the def2-TZVPD basis

The geometry in XYZ format:
```
75
Properties=species:S:1:pos:R:3:forces:R:3
Fe -1.842 0.641 -1.052 -2.168 1.212 1.278
C 1.766 3.355 3.981 -0.031 0.052 -0.493
C 1.818 2.993 2.699 -1.225 0.292 0.178
C 1.957 1.624 2.099 0.545 0.284 -0.932
C 0.808 0.598 2.172 1.304 0.049 -0.304
C 0.897 -0.315 3.340 -0.081 -0.277 0.846
C 1.216 0.068 4.597 0.048 -0.520 0.013
C 2.311 1.012 5.054 -0.759 1.395 0.224
C 1.948 2.519 5.196 0.498 -0.423 0.744
C -3.642 0.642 -0.097 -1.393 0.638 -0.519
H 1.586 4.409 4.200 -0.035 -0.147 -0.101
H 1.547 3.746 1.943 0.340 -0.036 0.504
H 2.899 1.158 2.429 -0.385 -0.021 -0.275
H 2.083 1.840 1.027 -0.003 -0.325 0.801
H -0.175 1.087 2.155 0.106 0.017 0.107
H 0.872 -0.028 1.276 -0.013 0.098 -0.216
H 0.734 -1.382 3.111 -1.294 0.559 0.565
H 0.698 -0.403 5.448 0.829 -0.795 -0.450
H 3.206 0.942 4.425 -0.244 -0.220 0.193
H 2.573 0.685 6.079 0.065 0.051 -0.587
H 1.068 2.605 5.855 0.124 0.074 -0.244
H 2.772 2.981 5.765 -0.203 -0.061 0.001
H -3.253 0.735 0.937 -0.382 0.047 -0.418
H -4.414 -0.141 -0.181 0.599 0.040 0.252
H -4.096 1.587 -0.462 0.109 -0.641 0.617
P -1.858 -1.480 -0.354 0.842 -5.158 1.381
P 0.323 1.272 -2.022 6.700 -0.046 -2.229
N -1.210 -2.769 0.835 0.058 0.724 -0.515
N -2.706 -2.640 -1.392 0.088 1.124 0.118
N 2.024 0.567 -1.600 -0.622 0.044 -0.011
N 1.034 1.684 -3.676 -1.204 0.650 -0.025
C -0.299 -1.376 -1.310 0.566 -0.183 0.173
C -0.413 -0.344 -2.444 -0.077 -0.520 -0.680
C -1.687 -3.027 2.114 0.437 -0.628 0.091
C -1.093 -4.199 2.581 -0.419 0.791 -0.824
C -0.252 -4.711 1.547 -0.294 1.367 -0.612
C -0.316 -3.786 0.515 -0.076 -0.420 0.562
C -4.052 -2.534 -1.740 -0.043 -0.944 -0.456
C -4.414 -3.681 -2.430 0.425 0.713 0.602
C -3.255 -4.511 -2.493 0.521 0.651 0.343
C -2.215 -3.847 -1.881 -0.830 -0.022 -0.279
C 3.025 1.142 -0.822 0.454 -0.424 0.205
C 4.096 0.261 -0.670 -1.082 0.471 -0.893
C 3.822 -0.840 -1.548 -1.260 0.416 0.013
C 2.547 -0.637 -2.075 0.846 -0.110 0.581
C 2.224 1.310 -4.309 -0.210 -0.307 -0.660
C 2.099 1.498 -5.681 -0.459 0.186 1.586
C 0.823 2.090 -5.909 -0.331 -0.213 1.089
C 0.198 2.196 -4.671 0.470 -0.223 -0.675
H -0.084 -2.354 -1.744 0.017 0.224 -0.007
H 0.525 -1.133 -0.622 -0.285 -0.150 -0.217
H 0.033 -0.696 -3.380 -0.322 0.089 0.085
H -1.493 -0.130 -2.701 0.281 -0.493 -0.752
H -2.390 -2.347 2.582 0.170 -0.200 -0.060
H -1.228 -4.642 3.545 -0.207 -0.045 0.288
H 0.330 -5.623 1.521 -0.024 0.207 0.178
H 0.223 -3.783 -0.413 0.065 -0.071 0.060
H -4.617 -1.657 -1.469 0.014 -0.147 -0.048
H -5.388 -3.909 -2.841 0.120 0.113 0.123
H -3.175 -5.494 -2.914 -0.036 -0.136 -0.215
H -1.180 -4.127 -1.774 -0.325 -0.093 0.045
H 2.951 2.171 -0.509 -0.113 -0.193 0.106
H 4.944 0.365 0.001 -0.138 0.251 -0.448
H 4.489 -1.656 -1.803 -0.271 0.061 0.190
H 2.011 -1.238 -2.787 0.005 -0.067 0.006
H 3.086 0.962 -3.767 -0.172 -0.066 0.060
H 2.843 1.220 -6.404 0.148 0.196 -0.076
H 0.425 2.392 -6.862 -0.117 0.063 0.057
H -0.757 2.619 -4.405 -0.084 -0.012 -0.044
B -2.699 4.442 1.025 -0.497 0.627 0.860
C -2.341 3.414 -0.056 0.169 -1.387 -1.000
N -2.023 2.563 -0.802 -0.121 2.131 0.810
H -2.124 5.452 0.705 0.089 0.134 0.104
H -2.246 3.946 2.040 0.279 0.025 -0.082
H -3.895 4.650 1.277 0.508 -0.341 -0.689
```
Forces are in eV/Å.

Summary:
2S+1 ... 5
E_tot ... -3334.4566 Ha
Molar mass ... 573.25 g mol⁻¹
Gap between HOMO and LUMO (alpha / beta) ... 7.0 / 6.6 eV
Energy above the lowest of the compared OMol25 structures with the same formula, charge and spin ... 327.18 kJ/mol
E_HOMO (alpha / beta) ... -0.299 / -0.302 Ha



(4)
Molecular formula: C38H32N6O12S2V
Method: DFT, the ωB97M-V functional and the def2-TZVPD basis

The geometry in XYZ format:
```
91
Properties=species:S:1:pos:R:3:forces:R:3
V -0.212 -0.081 -0.041 0.451 0.264 -0.333
O -1.314 -3.087 -2.742 -0.111 -0.182 -0.091
C -0.928 -1.994 -2.335 0.194 0.165 0.229
O -0.961 -1.629 -1.110 -0.092 -0.095 -0.057
C -0.388 -1.004 -3.370 -0.025 0.071 0.107
C -0.534 -1.375 -4.676 -0.009 -0.065 -0.124
C -0.097 -0.564 -5.734 0.053 -0.120 0.030
C 0.492 0.654 -5.472 0.058 0.171 -0.064
C 0.630 1.068 -4.168 -0.061 -0.055 -0.047
C 0.252 0.256 -3.027 0.052 -0.047 0.104
O 0.513 0.625 -1.858 -0.085 0.008 -0.124
N 1.192 2.396 -3.986 0.118 -0.110 0.125
O 1.962 2.819 -4.846 -0.048 0.035 0.007
O 0.874 3.044 -3.006 -0.040 0.019 -0.114
N -0.280 -0.980 -7.099 -0.338 0.190 0.110
O -0.838 -2.048 -7.317 0.129 -0.047 -0.024
O 0.085 -0.227 -7.999 0.121 -0.068 -0.027
H -0.996 -2.331 -4.876 -0.003 0.000 0.022
H 0.822 1.292 -6.277 0.008 0.001 0.007
C 0.757 -7.877 -0.631 0.013 0.031 0.003
C 1.182 -6.445 -0.431 0.010 -0.038 -0.001
C 0.248 -5.465 -0.124 -0.009 -0.003 -0.020
C 0.615 -4.133 0.002 -0.028 0.030 -0.135
C 1.938 -3.775 -0.183 0.091 -0.059 -0.044
C 2.893 -4.743 -0.477 -0.048 -0.020 0.049
C 2.512 -6.068 -0.600 -0.003 0.006 0.005
S 2.496 -2.079 -0.134 0.030 0.254 0.266
O 2.441 -1.558 -1.473 -0.104 -0.098 0.087
O 3.807 -2.161 0.481 0.118 0.053 -0.054
N 1.437 -1.284 0.774 -0.138 -0.397 0.227
C 1.288 -1.629 2.112 0.124 0.158 -0.257
C 2.174 -2.330 2.920 0.006 -0.037 -0.186
C 1.904 -2.557 4.277 -0.078 0.010 0.110
C 0.769 -2.091 4.886 0.087 -0.050 -0.022
C -0.168 -1.378 4.108 -0.352 0.065 0.126
C -1.367 -0.842 4.644 -0.066 0.055 -0.188
C -2.244 -0.165 3.833 0.337 -0.200 0.329
C -1.934 -0.027 2.476 0.529 -0.130 -0.251
N -0.821 -0.508 1.937 -0.411 -0.100 0.490
C 0.075 -1.178 2.735 -0.196 0.371 -0.393
H 0.471 -8.048 -1.672 -0.001 -0.019 0.002
H -0.104 -8.123 -0.009 -0.001 -0.008 0.002
H 1.567 -8.568 -0.389 -0.009 -0.006 -0.004
H -0.797 -5.735 -0.018 -0.011 0.005 0.020
H -0.136 -3.377 0.180 -0.048 0.101 -0.007
H 3.926 -4.445 -0.599 -0.009 0.002 0.001
H 3.257 -6.822 -0.836 -0.004 -0.001 0.004
H 3.102 -2.677 2.494 0.024 -0.005 0.026
H 2.639 -3.104 4.858 -0.012 0.000 0.001
H 0.578 -2.251 5.941 0.011 0.004 0.002
H -1.568 -0.969 5.703 0.001 0.012 -0.009
H -3.153 0.280 4.218 0.006 -0.013 0.040
H -2.599 0.512 1.813 0.118 -0.017 -0.045
C 3.402 7.439 -1.163 -0.003 -0.032 0.015
C 2.755 6.315 -0.395 0.004 0.005 -0.042
C 2.629 5.053 -0.970 0.006 0.020 -0.005
C 2.010 4.019 -0.289 -0.035 0.014 0.043
C 1.499 4.249 0.982 0.030 -0.007 -0.057
C 1.606 5.499 1.569 0.020 -0.002 -0.009
C 2.241 6.524 0.880 -0.013 -0.007 0.045
S 0.671 2.921 1.834 0.068 0.060 -0.187
O 1.685 2.118 2.461 0.023 -0.045 0.033
O -0.306 3.560 2.693 -0.089 0.076 0.064
N 0.009 2.072 0.670 -0.342 -0.177 0.176
C -1.168 2.446 0.080 0.103 -0.173 0.103
C -1.727 3.729 -0.040 -0.017 0.092 0.022
C -2.896 3.867 -0.753 -0.034 -0.012 -0.016
C -3.512 2.757 -1.334 -0.004 0.054 0.011
C -2.914 1.526 -1.155 -0.001 -0.045 -0.007
N -1.794 1.374 -0.456 0.054 0.111 -0.022
H 4.346 7.117 -1.605 0.004 0.011 -0.006
H 3.599 8.296 -0.518 0.003 0.006 -0.002
H 2.757 7.771 -1.980 0.005 0.004 -0.004
H 2.993 4.876 -1.976 -0.001 -0.006 0.003
H 1.879 3.049 -0.752 0.013 -0.010 -0.010
H 1.178 5.660 2.550 0.003 0.015 0.000
H 2.326 7.506 1.335 -0.001 0.002 0.003
H -1.238 4.578 0.415 0.001 -0.009 -0.016
H -3.334 4.852 -0.869 0.002 0.005 -0.003
H -4.419 2.852 -1.915 -0.010 -0.014 0.001
H -3.330 0.614 -1.570 0.009 -0.008 0.000
C -4.672 -2.490 2.588 -0.073 -0.030 0.016
C -4.525 -1.567 1.400 0.142 0.042 0.070
C -5.181 -0.205 1.509 -0.065 -0.018 -0.062
O -3.923 -1.897 0.412 -0.133 -0.009 -0.089
H -5.732 -2.694 2.766 0.002 0.008 0.017
H -4.271 -2.010 3.483 0.004 -0.018 -0.020
H -4.142 -3.420 2.400 0.005 -0.002 -0.015
H -5.187 0.162 2.536 0.002 0.013 0.007
H -6.218 -0.293 1.174 -0.012 -0.004 0.035
H -4.672 0.501 0.855 -0.021 -0.005 -0.006
```
Forces are in eV/Å.

Summary:
Total charge ... -2
2S+1 ... 4
E_tot ... -4439.1590 Ha
Molar mass ... 879.78 g mol⁻¹
Gap between HOMO and LUMO (alpha / beta) ... 5.3 / 7.0 eV
Energy above the lowest of the compared OMol25 structures with the same formula, charge and spin ... 8.46 kJ/mol
E_HOMO (alpha / beta) ... -0.049 / -0.112 Ha